{"formula": "C4H8N2", "method": "the ωB97M-V functional and the def2-TZVPD basis", "symbols": ["C", "C", "C", "C", "N", "N", "H", "H", "H", "H", "H", "H", "H", "H"], "coordinates": [[0.633227, 0.478427, -0.370364], [1.827666, -0.252817, -0.553914], [2.971087, 0.089760, 0.188526], [-2.959791, -0.285185, 0.119467], [-0.684028, 0.065564, -0.357679], [-1.911147, 0.601230, -0.083096], [0.742645, 1.622822, -0.317874], [3.072424, -0.663851, 0.974480], [3.919307, -0.076165, -0.335489], [3.048524, 1.146503, 0.723397], [-2.849626, -1.312940, -0.123968], [-3.200469, -0.407693, 1.087105], [-3.944424, 0.024125, -0.291434], [-0.665389, -1.029776, -0.659153]], "forces_ev_per_angstrom": [[0.765, 2.675, 0.263], [-4.814, 0.040, -0.555], [2.836, 2.099, 1.613], [-1.346, -0.684, -2.554], [-1.194, -4.927, -1.372], [4.157, 1.666, -0.616], [-0.243, -1.521, 0.287], [-0.271, -0.016, 0.365], [-0.120, 0.203, -0.239], [-0.422, -1.820, -0.979], [0.708, -1.194, -1.158], [-0.515, 0.252, 4.134], [0.855, 0.326, -0.361], [-0.394, 2.903, 1.170]], "mulliken_charge": [0.149, -0.624, -0.664, -0.795, 0.195, -0.619, 0.307, 0.246, 0.299, 0.246, 0.335, 0.338, 0.269, 0.319], "charge": 0, "energy_ev": -7251.397, "de_lowest_ev": 6.478, "lumo_energy_ev": [-0.47, -0.10], "orbital_gap_ev": [6.92, 8.04], "multiplicity": 1, "homo_energy_ev": [-7.39, -8.13], "largest_force_ev_per_a": 5.3}

***

{"formula": "C4H8N2O", "method": "the ωB97M-V functional and the def2-TZVPD basis", "symbols": ["C", "N", "C", "C", "N", "C", "O", "H", "H", "H", "H", "H", "H", "H", "H"], "coordinates": [[-1.846729, 0.221940, 0.726964], [-0.392256, 0.046074, 0.811962], [0.293480, 0.219594, -0.466982], [-0.477646, -0.486127, -1.518599], [-1.337522, -0.961676, -2.128724], [1.759314, -0.221443, -0.352332], [2.516095, 0.681717, 0.412766], [-2.290461, -0.075674, 1.674970], [-2.070001, 1.276252, 0.541185], [-2.308640, -0.372807, -0.089397], [-0.202499, -0.897480, 1.142031], [0.279886, 1.283018, -0.738440], [2.216392, -0.260967, -1.345167], [1.792792, -1.243227, 0.066992], [2.067798, 0.790811, 1.262772]], "forces_ev_per_angstrom": [[-0.100, 0.016, -0.155], [-0.024, -0.211, -0.104], [0.055, 0.087, 0.021], [-0.696, -0.385, -0.466], [0.985, 0.206, 0.129], [-0.164, -0.252, -0.272], [-0.178, 0.022, 0.228], [0.009, 0.104, 0.016], [-0.015, -0.088, 0.083], [0.162, 0.274, 0.543], [-0.009, 0.078, -0.051], [0.012, -0.108, 0.067], [-0.088, 0.039, 0.133], [-0.018, 0.195, -0.075], [0.071, 0.021, -0.096]], "mulliken_charge": [-0.922, -0.365, 0.332, 0.240, -0.517, -0.737, -0.516, 0.330, 0.275, 0.334, 0.286, 0.227, 0.355, 0.325, 0.352], "charge": 0, "energy_ev": -9304.461, "de_lowest_ev": 1.932, "lumo_energy_ev": 0.82, "orbital_gap_ev": 10.92, "multiplicity": 1, "homo_energy_ev": -10.10, "smiles": "CN[C@H](C#N)CO", "largest_force_ev_per_a": 1.0}

***

{"formula": "C18H30NO2P2Y", "method": "the ωB97M-V functional and the def2-TZVPD basis", "symbols": ["Y", "P", "C", "C", "N", "C", "C", "C", "C", "C", "P", "H", "H", "H", "H", "H", "H", "H", "H", "O", "H", "H", "O", "H", "C", "H", "H", "H", "C", "H", "H", "H", "C", "H", "H", "H", "C", "H", "H", "H", "C", "C", "C", "C", "C", "C", "C", "H", "H", "H", "H", "H", "H", "H"], "coordinates": [[0.047794, -0.589630, 0.445051], [-2.578641, 0.091426, -0.297147], [-2.117171, 0.362423, -2.054224], [-0.798948, 1.010650, -2.386339], [0.294931, 0.742616, -1.613634], [1.527091, 1.085339, -2.059834], [1.699314, 1.759555, -3.261770], [0.596121, 2.043356, -4.047978], [-0.668922, 1.698170, -3.592848], [2.788081, 0.730759, -1.267497], [2.782846, -0.812018, -0.207947], [-1.562106, 1.904109, -4.170767], [2.710175, 1.997161, -3.557415], [0.717630, 2.557011, -4.979324], [3.625898, 0.561777, -1.967011], [3.080744, 1.560156, -0.589010], [-2.036977, -0.719796, -2.411927], [-2.915431, 0.879871, -2.588865], [-0.887247, -2.177831, -2.099634], [-1.766287, -2.117217, -2.638994], [-1.695435, -2.171268, -3.606569], [-0.443347, -2.283402, 1.509759], [0.000553, -2.171228, -0.995925], [0.135060, -3.155720, -0.813030], [3.170778, -2.089284, -1.469000], [4.173202, -1.924283, -1.868374], [3.119269, -3.070393, -0.989304], [2.432402, -2.064823, -2.272997], [4.352385, -0.710637, 0.704480], [4.406541, -1.566622, 1.400329], [5.216613, -0.744299, 0.016433], [4.376571, 0.218208, 1.298348], [-3.583384, 1.449081, 0.340120], [-4.630002, 1.402167, -0.022145], [-3.573195, 1.353900, 1.443667], [-3.141297, 2.425172, 0.084241], [-3.805777, -1.269677, -0.452737], [-4.084312, -1.588480, 0.557932], [-4.704128, -0.937319, -0.985925], [-3.362591, -2.123579, -0.974338], [0.257321, 1.566623, 1.634782], [0.008185, 1.039297, 2.964470], [-1.114883, 1.442390, 3.742865], [-1.438318, 0.773861, 4.913127], [-0.682162, -0.308589, 5.366899], [0.461524, -0.712083, 4.656675], [0.838015, -0.027236, 3.481438], [-0.454729, 2.294988, 1.241691], [1.309926, 1.700929, 1.313085], [-1.683152, 2.300450, 3.404060], [-2.298973, 1.090306, 5.489612], [-0.961451, -0.858057, 6.263352], [1.067371, -1.560633, 5.004214], [1.792551, -0.287659, 2.965873]], "forces_ev_per_angstrom": [[0.273, 0.382, -1.730], [-0.510, -0.504, -0.756], [0.060, 1.394, 0.514], [0.093, -0.296, 0.182], [-0.026, -0.240, 0.092], [0.201, 0.067, -0.079], [0.095, -0.528, 0.384], [-0.383, 0.180, 0.555], [0.234, -0.166, 0.150], [0.221, -0.003, 0.421], [0.498, 0.108, -0.984], [0.142, -0.005, -0.026], [-0.046, 0.112, -0.214], [0.026, 0.157, -0.396], [-0.333, 0.382, 0.185], [-0.159, -0.250, -0.433], [-0.261, 0.912, 0.087], [-0.087, -0.087, 0.008], [-0.891, -0.164, -1.103], [0.188, -1.412, -0.896], [0.364, -0.323, 0.530], [-0.375, -1.209, 0.716], [0.842, -2.054, 2.000], [-0.229, 1.891, -0.521], [-0.397, -0.055, 0.331], [-0.067, -0.006, 0.040], [0.115, 0.032, -0.147], [0.068, 0.023, 0.094], [0.137, 0.177, 0.353], [0.061, 0.347, -0.317], [-0.405, 0.075, 0.339], [0.123, -0.350, -0.182], [-0.161, 0.566, 0.507], [0.639, 0.037, 0.142], [-0.225, 0.139, -0.495], [-0.197, -0.308, 0.059], [0.245, -0.108, 0.356], [-0.103, 0.067, -0.171], [0.231, 0.013, 0.077], [-0.090, 0.227, 0.066], [0.293, 1.338, 2.060], [0.563, -0.411, -0.770], [0.078, -0.445, -0.107], [-0.076, 0.302, -0.136], [0.508, -0.319, -0.375], [0.406, 0.295, -0.774], [-0.237, -0.338, 0.263], [0.217, -0.114, -0.002], [-0.523, -0.398, -0.050], [-0.135, -0.106, 0.055], [0.053, 0.053, -0.031], [-0.011, 0.224, -0.151], [-0.295, 0.526, -0.096], [-0.753, 0.173, 0.374]], "mulliken_charge": [0.063, 0.885, -1.090, 0.808, 0.425, 0.546, -0.999, -0.606, -1.028, -1.217, 0.941, 0.513, 0.522, 0.473, 0.594, 0.417, 0.215, 0.653, 0.460, -0.746, 0.313, 0.134, -0.584, 0.191, -1.420, 0.457, 0.410, 0.329, -1.205, 0.400, 0.449, 0.392, -1.228, 0.421, 0.341, 0.370, -1.373, 0.438, 0.437, 0.371, -1.120, 0.891, -0.573, -0.638, -0.472, -0.654, -0.236, 0.460, 0.506, 0.550, 0.426, 0.432, 0.430, 0.523], "charge": 2, "energy_ev": -44342.596, "lumo_energy_ev": [-9.69, -8.50], "orbital_gap_ev": [4.86, 6.06], "multiplicity": 1, "homo_energy_ev": [-14.56, -14.57], "largest_force_ev_per_a": 3.0}

***

{"formula": "C6H6FN", "method": "the ωB97M-V functional and the def2-TZVPD basis", "symbols": ["C", "C", "C", "F", "C", "C", "C", "N", "H", "H", "H", "H", "H", "H"], "coordinates": [[-2.318464, 0.023206, -0.258619], [-1.469874, -0.857294, 0.293984], [-0.075855, -0.778527, 0.005262], [0.587464, -1.991426, -0.165653], [0.751845, 0.232020, -0.068770], [2.265678, 0.071034, 0.008329], [0.162179, 1.563578, 0.062190], [-0.153629, 2.646805, 0.053830], [-3.351819, -0.179445, 0.091499], [-2.222449, 0.817031, -1.252666], [-1.964952, -1.606030, 1.221524], [2.514682, -1.034872, -0.442456], [2.687495, 0.872944, -0.701535], [2.587703, 0.220973, 1.153076]], "forces_ev_per_angstrom": [[-1.503, 0.420, -2.117], [-2.478, -0.543, 1.774], [1.549, -2.868, -0.166], [-1.242, 0.275, 0.481], [0.242, 2.083, 1.028], [0.587, -0.775, -0.794], [1.865, -3.185, -0.315], [-0.981, 2.727, 0.142], [0.516, 0.890, -0.480], [0.216, -2.554, 3.382], [2.032, 2.169, -3.043], [-0.270, 3.023, 1.476], [-0.106, -1.270, 1.426], [-0.427, -0.392, -2.794]], "mulliken_charge": [-0.601, -0.369, 0.970, -0.296, 0.303, -0.960, -0.131, -0.427, 0.258, 0.226, 0.210, 0.253, 0.311, 0.252], "charge": 0, "energy_ev": -10523.283, "de_lowest_ev": 3.635, "lumo_energy_ev": 0.24, "orbital_gap_ev": 9.83, "multiplicity": 1, "homo_energy_ev": -9.59, "smiles": "C=C/C(F)=C(/C)C#N", "largest_force_ev_per_a": 4.3}